1.
Below is an isolated molecule of C9H14N4O3 at a distorted geometry, with properties calculated with the ωB97M-V functional and the def2-TZVPD basis.

XYZ file:
```
30
Properties=species:S:1:pos:R:3:forces:R:3
C -1.973 0.215 -3.164 -1.1 -1.8 -0.1
C -1.794 -0.186 -1.697 -0.5 -0.4 0.0
N -3.009 -0.850 -1.132 -0.3 1.3 0.6
C -1.596 1.053 -0.801 0.1 1.4 0.3
O -2.018 2.161 -1.161 0.4 -2.1 0.7
N -1.109 0.875 0.503 -0.5 -0.2 -1.6
C -0.152 -0.064 1.068 0.3 1.3 -0.6
C 0.991 0.666 1.834 -1.0 2.0 -0.9
C 2.330 0.453 1.257 1.8 -0.8 0.0
C 3.292 -0.401 1.803 -0.4 0.3 -2.5
N 4.328 -0.314 0.879 0.4 0.0 0.1
C 4.024 0.593 -0.093 -0.3 -0.7 1.3
N 2.828 1.063 0.087 -1.3 0.2 1.2
C -0.865 -1.030 1.954 1.1 -2.4 1.4
O -0.441 -1.497 2.994 0.4 1.2 -0.1
O -1.929 -1.585 1.463 -1.9 0.2 -2.1
H -1.055 0.588 -3.542 0.8 0.5 -0.6
H -2.248 -0.721 -3.750 0.5 1.0 0.6
H -2.792 0.928 -3.334 0.4 -0.1 0.4
H -1.049 -0.988 -1.547 0.4 0.8 -0.4
H -3.659 -0.090 -0.876 0.1 -0.7 -0.2
H -3.479 -1.403 -1.840 0.1 -0.1 0.0
H -1.569 1.463 1.152 -0.1 1.0 0.5
H 0.255 -0.605 0.208 0.1 -0.2 0.3
H 0.947 0.334 2.856 0.2 -0.1 0.4
H 0.784 1.798 1.813 0.1 -1.6 0.1
H 3.256 -1.260 2.465 -0.1 0.6 0.3
H 5.128 -0.908 0.846 0.4 -0.1 0.2
H 4.753 0.949 -0.793 0.0 -0.1 -0.4
H -2.179 -1.234 0.548 -0.2 -0.5 1.0
```
Forces are in eV/Å.

Calculated values
Spin multiplicity: 1
SMILES: C[C@H](N)C(=O)N[C@@H](Cc1c[nH]cn1)C(=O)O
Lowest unoccupied orbital energy: 0.70 eV
Max |F|: 2.96 eV/A
HOMO-LUMO gap: 9.53 eV


2.
Below is an isolated molecule of C9H14N4O3S at a distorted geometry, with properties calculated with the ωB97M-V functional and the def2-TZVPD basis.

XYZ file:
```
31
Properties=species:S:1:pos:R:3:forces:R:3
N -2.159 0.798 1.012 0.4 -0.5 -0.2
C -0.823 0.660 0.449 -0.2 -0.6 0.6
C 0.075 0.002 1.499 1.5 0.6 -0.8
C 0.328 0.862 2.677 -1.1 0.7 2.1
C -0.569 1.413 3.615 0.0 -0.1 -1.3
N 0.222 2.179 4.460 -0.5 -0.7 -0.2
C 1.521 1.969 4.095 -2.0 -0.4 -0.6
N 1.596 1.187 3.055 0.7 0.2 -0.5
C -0.744 -0.249 -0.767 0.9 1.8 -0.1
O -1.502 -1.145 -0.972 -0.8 -1.2 -0.3
N 0.280 0.077 -1.658 -0.2 0.4 0.7
C 0.650 -0.880 -2.655 -0.4 -0.8 -0.4
C 0.900 -2.296 -2.112 0.6 -0.3 -0.1
S 2.073 -3.200 -3.120 0.4 0.0 -0.9
C -0.456 -0.902 -3.778 2.0 -2.0 -0.1
O -0.584 -1.869 -4.493 -0.3 0.7 0.5
O -1.089 0.222 -3.959 -0.5 1.3 0.1
H -2.681 1.425 0.422 -0.6 -0.2 -0.1
H -2.581 -0.145 1.040 0.0 0.8 -0.3
H -0.417 1.632 0.158 -0.1 0.1 0.3
H -0.311 -0.949 1.815 -0.4 -0.6 -0.1
H 1.060 -0.176 0.986 -0.6 0.0 0.8
H -1.682 1.344 3.652 1.4 0.3 0.1
H -0.123 2.741 5.229 0.2 -0.3 -0.3
H 2.303 2.431 4.589 1.5 0.7 0.8
H 1.008 0.716 -1.364 -0.3 -0.1 0.2
H 1.604 -0.554 -3.096 -0.4 0.1 -0.1
H 1.420 -2.322 -1.153 -0.5 0.5 0.2
H 0.039 -2.934 -2.085 -0.7 0.2 0.3
H 1.404 -2.898 -4.249 0.2 -0.4 0.0
H -0.761 0.861 -3.293 -0.3 -0.3 -0.2
```
Forces are in eV/Å.

Calculated values
Spin multiplicity: 1
SMILES: N[C@@H](Cc1c[nH]cn1)C(=O)N[C@@H](CS)C(=O)O
Lowest unoccupied orbital energy: 0.33 eV
Max |F|: 2.79 eV/A
HOMO-LUMO gap: 9.05 eV


3.
Below is a structure of composition C9H14N4O8P2PtS at a distorted geometry, with properties calculated with the ωB97M-V functional and the def2-TZVPD basis.

XYZ file:
```
39
Properties=species:S:1:pos:R:3:forces:R:3
Pt 0.571 -0.126 0.855 7.8 4.8 -2.0
N 4.660 1.763 1.024 -0.7 -0.1 -0.3
C 3.315 1.466 0.966 -0.5 -0.1 -0.3
S 2.927 -0.200 0.839 -1.0 -1.0 0.2
N 2.407 2.380 0.938 0.5 -0.3 0.0
N 1.125 1.844 0.871 -0.7 2.1 0.2
C 0.262 2.799 0.908 -0.7 -0.7 0.0
C -1.149 2.436 0.895 0.9 -0.2 0.0
C -2.172 3.369 0.910 0.1 -0.1 0.0
C -3.468 2.895 0.915 -0.3 0.2 0.0
C -3.680 1.530 0.909 0.1 0.1 0.0
C -2.585 0.681 0.895 0.2 0.6 0.1
N -1.309 1.107 0.885 -3.8 0.8 -0.1
H 5.175 0.959 0.691 0.4 0.3 0.1
H 4.865 2.614 0.518 0.2 0.0 0.2
H 0.552 3.840 0.961 0.3 -0.1 0.0
H -1.955 4.428 0.920 0.1 0.0 0.0
H -4.305 3.581 0.927 0.0 0.0 0.0
H -4.681 1.121 0.919 0.0 0.0 0.0
H -2.707 -0.381 0.897 -0.1 0.1 0.4
C 0.597 -0.508 -2.087 -0.4 -0.2 0.1
C 0.152 -1.908 -1.676 0.4 -0.6 0.9
O -0.062 -2.751 -2.793 0.0 0.4 0.3
P -1.311 -1.995 -0.535 -1.5 -0.9 -0.5
O -1.736 -3.517 -0.495 0.6 0.1 -0.1
O -2.561 -1.363 -1.317 0.5 0.1 0.0
O -1.127 -1.415 0.830 -1.9 -2.3 -0.9
P 1.308 -2.828 -0.501 0.8 -0.8 -1.1
O 2.764 -2.667 -1.169 -0.2 0.1 0.0
O 0.878 -4.257 -0.628 -0.4 0.2 0.2
O 1.288 -2.135 0.828 -0.1 -2.2 0.3
H -0.173 -0.028 -2.694 -0.1 0.0 0.1
H 1.506 -0.561 -2.684 0.1 -0.1 0.2
H 0.802 0.153 -1.210 0.0 -0.1 -0.6
H 0.112 -3.646 -2.450 0.0 -0.1 -0.3
H -0.924 -4.081 -0.383 -0.1 -0.1 0.1
H -3.335 -1.361 -0.741 -0.2 0.0 -0.2
H 3.405 -3.108 -0.594 0.2 0.0 -0.1
O 0.571 -0.130 2.655 -0.3 0.1 3.0
```
Forces are in eV/Å.

Calculated values
Spin multiplicity: 1
Lowest unoccupied orbital energy: -1.24 eV
Max |F|: 9.37 eV/A
HOMO-LUMO gap: 6.41 eV


4.
Below is the ion C9H14NO with charge +1 at a distorted geometry, with properties calculated with the ωB97M-V functional and the def2-TZVPD basis.

XYZ file:
```
25
Properties=species:S:1:pos:R:3:forces:R:3
C -2.863 2.864 0.409 3.9 -5.3 -1.0
N -2.061 1.989 0.233 -3.6 4.6 1.1
C -1.025 1.151 0.197 -2.0 -4.4 0.3
C -1.440 -0.311 0.058 3.7 2.6 0.6
O -2.644 -0.666 -0.198 -0.1 2.2 0.6
C -3.086 -1.947 -0.542 1.1 -2.6 -1.4
C -0.240 -1.286 0.043 -0.2 -1.2 0.0
C 1.061 -0.571 0.375 2.5 -3.3 -0.4
C 1.279 0.716 -0.332 1.0 -0.7 -1.2
C 2.749 1.136 -0.380 1.0 2.2 0.5
C 0.366 1.718 0.331 -0.5 0.0 -2.8
H -3.789 3.339 0.343 -0.8 1.2 0.0
H -2.884 -2.697 0.297 -1.2 1.2 -0.7
H -2.382 -2.408 -1.352 -1.5 1.1 0.9
H -4.125 -1.724 -0.946 1.3 -1.2 0.9
H -0.189 -2.254 0.734 -1.2 2.0 -1.4
H -0.219 -1.648 -1.039 0.1 0.2 1.2
H 1.224 -0.471 1.418 -0.5 0.5 1.4
H 1.917 -1.390 0.218 -1.6 1.8 -0.4
H 1.033 0.437 -1.402 -0.3 1.1 0.9
H 3.176 0.547 -1.183 0.5 0.0 0.1
H 3.354 0.965 0.578 -1.0 0.2 -1.2
H 2.906 2.290 -0.668 -0.5 -2.6 0.6
H 0.342 2.570 -0.410 0.3 -0.1 1.6
H 0.741 1.862 1.341 -0.3 0.7 0.0
```
Forces are in eV/Å.

Calculated values
Spin multiplicity: 1
SMILES: C#[N+]C1=C(OC)CC[C@H](C)C1
Total charge: +1
Lowest unoccupied orbital energy (alpha / beta): -4.32 / -4.33 eV
Max |F|: 6.65 eV/A
HOMO-LUMO gap (alpha / beta): 8.19 / 8.19 eV


> Which of these has the highest max |F|?

C9H14N4O8P2PtS


> What is the max |F| in the first record?

2.96 eV/A